Entry from the OMol25 dataset: the molecule C3H3F (ωB97M-V with the def2-TZVPD basis set).

The geometry in XYZ format:
```
7
Properties=species:S:1:pos:R:3:forces:R:3:mulliken_charge:R:1
C -1.64603 -0.63813 0.00991 1.619 0.114 0.163 0.041
C -0.48067 -0.33721 0.06462 1.691 1.360 0.072 -0.428
C 0.92329 0.39307 0.04317 -3.522 -0.634 -0.838 -0.238
F 1.96169 -0.46464 0.02237 0.738 -0.540 1.193 -0.251
H -2.61653 -1.01685 0.00550 -0.904 -0.241 -0.051 0.413
H 0.97969 0.84586 -0.91650 -0.329 0.761 -0.903 0.209
H 0.87856 1.21791 0.77093 0.707 -0.819 0.364 0.254
```
Forces are in eV/Å.

Energy relative to the best compared isomer or geometry (same formula, charge and spin)   0.116 eV
HOMO-LUMO gap   0.4205 Ha
LUMO   0.966 eV
HOMO level   -10.48 eV
SMILES   C#CCF
F_max   3.7 eV/Å
E   -5874.342 eV
Net charge   0